300
Properties=species:S:1:pos:R:3:lowdin_charge:R:1 method="wB97M-V/def2-TZVPD" e_tot_ha=-8552.46645 homo_lumo_gap_ev=8.6
C 3.184 3.539 -1.422 -0.24
C 4.574 3.460 -2.093 -0.17
C 5.341 4.620 -1.471 -0.22
S 4.124 5.765 -0.903 0.73
O 4.371 7.029 -1.614 -0.34
O 4.020 5.884 0.559 -0.33
C 2.655 4.973 -1.494 -0.19
H 3.167 3.193 -0.387 0.09
H 2.634 2.695 -1.863 0.09
H 4.485 3.594 -3.210 0.14
H 5.066 2.515 -1.889 0.09
H 6.018 5.094 -2.149 0.10
H 5.974 4.381 -0.640 0.09
H 2.356 5.270 -2.484 0.11
H 1.843 5.113 -0.818 0.10
C 1.601 -1.201 -6.895 -0.17
C 2.746 -0.529 -7.691 -0.23
C 3.147 0.755 -6.984 -0.24
S 3.290 0.203 -5.290 0.67
O 2.972 1.294 -4.400 -0.34
O 4.585 -0.470 -5.174 -0.34
C 1.946 -0.993 -5.377 -0.20
H 1.540 -2.240 -7.125 0.10
H 0.666 -0.678 -7.105 0.09
H 2.468 -0.359 -8.729 0.12
H 3.694 -1.044 -7.679 0.10
H 2.298 1.398 -6.980 0.09
H 4.051 1.288 -7.334 0.13
H 1.038 -0.465 -4.905 0.10
H 2.209 -1.859 -4.788 0.08
C -4.790 0.509 -4.393 -0.17
C -4.305 1.948 -4.782 -0.19
C -3.189 1.829 -5.838 -0.20
S -2.916 0.087 -6.276 0.69
O -1.497 -0.334 -6.260 -0.35
O -3.798 -0.268 -7.309 -0.29
C -3.683 -0.498 -4.761 -0.24
H -5.714 0.203 -4.863 0.11
H -5.000 0.469 -3.298 0.10
H -3.880 2.485 -3.913 0.07
H -5.146 2.556 -5.164 0.11
H -2.298 2.283 -5.378 0.10
H -3.459 2.286 -6.771 0.09
H -2.841 -0.624 -4.117 0.06
H -4.090 -1.474 -4.862 0.07
C 5.152 -5.321 -0.036 -0.20
C 5.445 -5.865 1.355 -0.20
C 4.521 -7.099 1.421 -0.23
S 2.983 -6.546 0.815 0.70
O 2.090 -6.034 1.852 -0.34
O 2.368 -7.473 -0.149 -0.34
C 3.636 -5.109 -0.086 -0.19
H 5.483 -6.023 -0.790 0.12
H 5.720 -4.384 -0.169 0.09
H 5.105 -5.267 2.159 0.08
H 6.429 -6.197 1.492 0.11
H 4.418 -7.529 2.444 0.13
H 4.909 -7.826 0.681 0.12
H 3.353 -4.243 0.486 0.09
H 3.006 -5.087 -0.980 0.11
C -0.615 -6.224 -4.754 -0.19
C -1.402 -5.525 -5.868 -0.21
C -1.228 -4.022 -5.733 -0.20
S -0.829 -3.744 -4.001 0.70
O -1.803 -2.934 -3.295 -0.32
O 0.575 -3.385 -3.930 -0.32
C -0.907 -5.470 -3.458 -0.21
H 0.417 -6.128 -5.033 0.11
H -0.878 -7.271 -4.746 0.12
H -2.516 -5.654 -5.833 0.13
H -1.041 -5.844 -6.822 0.11
H -2.140 -3.481 -6.104 0.13
H -0.320 -3.591 -6.162 0.09
H -1.947 -5.574 -3.211 0.05
H -0.287 -5.574 -2.577 0.10
C -5.290 -3.604 3.819 -0.19
C -4.255 -2.468 3.906 -0.21
C -3.007 -3.081 4.607 -0.20
S -3.639 -4.334 5.766 0.66
O -3.475 -3.780 7.106 -0.33
O -3.243 -5.670 5.436 -0.33
C -5.319 -4.333 5.224 -0.23
H -4.817 -4.351 3.156 0.08
H -6.304 -3.411 3.369 0.13
H -4.711 -1.640 4.407 0.10
H -3.906 -2.050 2.950 0.09
H -2.435 -2.308 5.092 0.09
H -2.367 -3.701 3.918 0.10
H -5.917 -3.715 5.949 0.12
H -5.696 -5.348 5.144 0.10
C -6.120 -2.841 -0.816 -0.18
C -7.275 -3.247 -1.715 -0.20
C -6.776 -4.596 -2.325 -0.20
S -5.212 -4.048 -3.035 0.70
O -5.543 -3.123 -4.099 -0.32
O -4.268 -5.140 -3.291 -0.34
C -4.817 -3.041 -1.624 -0.22
H -6.092 -3.488 0.095 0.12
H -6.136 -1.780 -0.523 0.10
H -7.417 -2.589 -2.548 0.10
H -8.188 -3.420 -1.215 0.10
H -7.538 -4.906 -3.008 0.10
H -6.630 -5.374 -1.552 0.11
H -4.454 -2.146 -2.084 0.08
H -3.993 -3.445 -1.054 0.06
C -0.899 -6.034 0.326 -0.22
C -1.307 -6.972 1.420 -0.22
C -2.625 -6.463 2.045 -0.18
S -3.491 -5.444 0.764 0.68
O -3.428 -3.994 0.959 -0.35
O -4.804 -5.954 0.545 -0.32
C -2.219 -5.794 -0.519 -0.20
H -0.065 -6.426 -0.322 0.11
H -0.448 -5.071 0.642 0.11
H -0.657 -7.000 2.268 0.10
H -1.357 -8.058 1.128 0.14
H -2.404 -5.754 2.834 0.07
H -3.328 -7.239 2.295 0.10
H -2.172 -4.929 -1.265 0.09
H -2.418 -6.772 -0.985 0.12
C -2.032 1.830 -2.350 -0.01
C -0.957 0.997 -1.667 -0.44
C 0.055 1.968 -0.942 -0.10
C 0.899 1.256 0.147 -0.17
C 0.054 0.384 1.025 -0.13
C -0.845 -0.615 0.299 -0.50
N -1.651 0.117 -0.672 -0.05
O -2.426 -0.852 -1.398 -0.06
C -0.041 -1.753 -0.296 0.00
C -1.939 -1.155 1.243 -0.03
C -0.079 0.332 -2.726 -0.04
H -2.424 2.625 -1.682 0.08
H -2.826 1.207 -2.656 0.04
H -1.608 2.352 -3.208 0.09
H 0.605 2.488 -1.750 0.11
H -0.516 2.718 -0.449 0.10
H 1.248 2.069 0.801 0.09
H 1.763 0.674 -0.230 0.11
H -0.710 1.020 1.567 0.14
H 0.737 -0.156 1.668 0.10
H 0.439 -2.387 0.468 0.08
H -0.511 -2.476 -0.899 0.05
H 0.814 -1.424 -0.907 0.08
H -1.645 -2.061 1.752 0.06
H -2.317 -0.383 2.005 0.10
H -2.787 -1.374 0.613 0.06
H -0.530 -0.424 -3.303 0.05
H 0.897 -0.100 -2.382 0.10
H 0.306 1.117 -3.339 0.07
H -1.786 -1.468 -1.768 0.03
C -3.795 2.834 0.705 -0.03
C -5.114 2.090 0.834 -0.48
C -5.034 1.279 2.165 -0.12
C -6.432 0.697 2.471 -0.15
C -7.339 1.947 2.749 -0.12
C -7.515 2.801 1.482 -0.52
N -6.148 3.101 0.988 -0.05
O -6.184 3.934 -0.231 -0.06
C -8.454 2.112 0.521 -0.03
C -8.144 4.094 1.979 -0.04
C -5.367 1.137 -0.403 0.01
H -3.601 3.495 1.600 0.12
H -3.759 3.431 -0.201 0.04
H -2.954 2.150 0.658 0.06
H -4.274 0.418 2.077 0.11
H -4.580 1.902 2.906 0.10
H -6.493 0.105 3.371 0.09
H -6.753 0.143 1.581 0.09
H -6.857 2.491 3.597 0.13
H -8.333 1.567 2.986 0.12
H -8.320 2.573 -0.455 0.09
H -8.290 1.072 0.300 0.06
H -9.453 2.107 0.897 0.08
H -9.134 3.933 2.342 0.08
H -7.548 4.469 2.803 0.08
H -8.092 4.950 1.317 0.08
H -6.290 0.496 -0.389 0.07
H -4.567 0.443 -0.484 0.06
H -5.365 1.763 -1.250 0.05
H -5.780 4.761 0.079 0.10
C 6.025 5.884 3.687 -0.01
C 6.273 4.351 3.700 -0.52
C 6.463 3.762 5.155 -0.10
C 5.114 3.541 5.932 -0.16
C 4.186 2.706 5.025 -0.13
C 3.983 3.320 3.639 -0.49
N 5.330 3.439 3.143 -0.09
O 5.355 3.609 1.724 -0.06
C 3.204 2.491 2.690 -0.05
C 3.205 4.740 3.710 0.02
C 7.622 4.124 3.046 -0.05
H 6.937 6.482 3.930 0.09
H 5.266 6.160 4.462 0.08
H 5.701 6.202 2.670 0.08
H 6.951 2.803 5.130 0.10
H 7.028 4.526 5.649 0.10
H 4.711 4.510 6.201 0.09
H 5.254 3.032 6.912 0.12
H 3.240 2.441 5.503 0.12
H 4.782 1.823 4.885 0.10
H 3.004 2.962 1.760 0.05
H 3.904 1.674 2.414 0.09
H 2.301 2.022 3.185 0.11
H 3.444 5.376 2.907 0.04
H 2.182 4.426 3.665 0.07
H 3.366 5.240 4.638 0.05
H 8.508 4.605 3.492 0.10
H 7.641 4.427 2.042 0.06
H 7.853 3.045 3.068 0.08
H 4.909 4.457 1.512 0.04
C 5.497 -2.579 4.974 -0.02
C 4.176 -3.236 5.470 -0.45
C 3.555 -2.498 6.740 -0.14
C 2.773 -1.290 6.482 -0.18
C 1.647 -1.660 5.504 -0.11
C 2.174 -2.260 4.187 -0.51
N 3.052 -3.384 4.513 -0.08
O 3.625 -3.929 3.301 -0.06
C 1.033 -2.958 3.362 -0.02
C 2.815 -1.176 3.360 -0.02
C 4.498 -4.705 5.878 -0.05
H 6.364 -2.916 5.515 0.08
H 5.357 -1.527 5.051 0.06
H 5.846 -2.883 4.008 0.04
H 3.054 -3.285 7.422 0.15
H 4.500 -2.280 7.264 0.12
H 3.405 -0.505 6.088 0.11
H 2.388 -0.912 7.384 0.10
H 1.130 -0.744 5.188 0.11
H 0.821 -2.376 5.823 0.14
H 0.715 -3.911 3.818 0.10
H 0.186 -2.297 3.374 0.06
H 1.281 -3.173 2.313 0.06
H 3.879 -1.071 3.607 0.07
H 2.839 -1.561 2.349 0.07
H 2.257 -0.253 3.446 0.06
H 5.004 -5.201 5.029 0.07
H 3.629 -5.400 6.074 0.11
H 5.248 -4.710 6.613 0.05
H 2.939 -4.610 3.157 0.06
C -7.040 5.058 -3.213 -0.04
C -5.935 6.153 -3.299 -0.45
C -6.615 7.521 -2.769 -0.11
C -5.577 8.652 -2.604 -0.17
C -4.351 8.167 -1.873 -0.14
C -3.752 6.786 -2.211 -0.46
N -4.892 5.816 -2.364 -0.08
O -4.325 4.584 -2.857 -0.07
C -2.808 6.753 -3.437 -0.01
C -3.019 6.254 -0.969 -0.04
C -5.533 6.318 -4.876 0.00
H -8.021 5.422 -3.586 0.09
H -7.056 4.629 -2.190 0.06
H -6.753 4.162 -3.877 0.09
H -7.320 7.806 -3.510 0.09
H -7.208 7.288 -1.843 0.13
H -5.947 9.527 -2.169 0.09
H -5.299 8.816 -3.654 0.11
H -4.514 8.178 -0.833 0.09
H -3.571 8.968 -1.942 0.14
H -2.940 7.496 -4.148 0.05
H -1.786 6.924 -3.111 0.08
H -2.931 5.788 -3.955 0.08
H -3.688 6.354 -0.113 0.07
H -2.660 5.237 -0.982 0.06
H -2.155 6.935 -0.682 0.11
H -5.110 7.250 -5.100 0.04
H -6.404 6.197 -5.502 0.07
H -4.857 5.501 -5.126 0.06
H -4.583 3.976 -2.172 0.05
C 8.092 -1.963 2.315 -0.04
C 7.455 -0.940 1.404 -0.50
C 8.538 -0.127 0.617 -0.11
C 7.867 0.646 -0.570 -0.16
C 6.994 -0.280 -1.464 -0.13
C 5.940 -0.985 -0.629 -0.55
N 6.637 -1.677 0.438 -0.04
O 5.600 -2.275 1.251 -0.05
C 4.891 0.053 -0.208 -0.02
C 5.285 -2.014 -1.567 -0.03
C 6.801 0.141 2.348 -0.02
H 8.624 -2.703 1.655 0.10
H 7.383 -2.533 2.908 0.05
H 8.937 -1.561 2.881 0.09
H 9.075 0.505 1.354 0.12
H 9.262 -0.810 0.158 0.11
H 8.584 1.118 -1.292 0.12
H 7.252 1.356 -0.129 0.05
H 7.646 -1.096 -1.978 0.15
H 6.471 0.330 -2.215 0.12
H 4.268 -0.407 0.569 0.08
H 5.336 0.968 0.164 0.06
H 4.236 0.258 -1.047 0.08
H 6.001 -2.788 -1.963 0.10
H 4.373 -2.415 -1.114 0.07
H 4.969 -1.426 -2.462 0.08
H 5.832 -0.207 2.689 0.05
H 6.630 1.079 1.757 0.07
H 7.463 0.347 3.197 0.09
H 5.871 -3.199 1.322 0.06